The following is a quantum chemistry calculation of a 8-piece molecular cluster, C8H33NO8 overall at a distorted geometry, from the OMol25 dataset.

Values from the calculation:
SMILES	COC[C@H](C)N.CCO.CCO.O.O.O.O.O
frontier orbital gap	9.55	eV
electronic energy	-981.20788	Ha
lowest unoccupied orbital energy	0.233	eV
energy relative to the best compared isomer or geometry (same formula, charge and spin)	18.8	kcal per mole

CARTESIAN COORDINATES (ANGSTROEM)
C 2.207 -0.311 -1.493
O 2.765 -0.285 -0.182
C 2.996 -1.599 0.348
C 1.667 -2.373 0.513
C 1.763 -3.409 1.631
N 1.344 -3.107 -0.736
H 2.178 0.744 -1.795
H 1.169 -0.628 -1.518
H 2.882 -0.732 -2.239
H 3.767 -2.181 -0.163
H 3.393 -1.364 1.339
H 0.929 -1.618 0.784
H 0.864 -4.013 1.767
H 1.971 -2.986 2.623
H 2.574 -4.130 1.486
H 2.198 -3.517 -1.115
H 0.865 -3.973 -0.501
C -1.970 -1.249 -0.172
C -1.941 -2.764 -0.224
O -3.256 -3.254 0.146
H -1.014 -0.834 -0.506
H -2.140 -0.833 0.821
H -2.729 -0.879 -0.859
H -1.198 -3.209 0.440
H -1.821 -3.141 -1.242
H -3.554 -3.854 -0.537
C -1.379 3.340 -2.916
C -2.711 2.576 -2.886
O -3.601 2.983 -1.900
H -0.791 3.090 -2.035
H -1.559 4.405 -3.083
H -0.763 3.085 -3.786
H -2.488 1.512 -2.795
H -3.136 2.639 -3.900
H -3.740 3.932 -1.909
O 0.645 3.489 2.619
H 1.199 2.698 2.518
H 1.120 4.177 2.144
O -0.700 -0.162 2.802
H -0.447 0.430 3.520
H -1.149 -0.897 3.234
O -2.286 3.179 0.923
H -1.544 2.573 0.737
H -1.865 3.967 1.279
O 2.559 1.649 1.802
H 3.026 1.517 2.636
H 2.827 0.895 1.238
O 0.009 1.648 0.166
H -0.038 0.807 0.641
H 0.902 1.970 0.336